Density functional theory data (wB97M-V/def2-TZVPD) for a cluster of 11 separate species, C2H18F6O15S2 in total.

Summary:
frontier orbital gap	8.25	eV
F_max	1.763	eV/A

Geometry as ORCA input:
```
! RIJCOSX wB97M-V def2-TZVPD def2/J DEFGRID3
* xyz -2 1
C 0.551 -2.945 2.702
F 0.085 -1.786 2.176
F -0.484 -3.768 2.904
F 1.348 -3.493 1.795
S 1.501 -2.661 4.318
O 2.096 -3.938 4.645
O 2.507 -1.654 4.007
O 0.448 -2.198 5.212
C 0.610 1.198 0.421
F 0.699 2.531 0.275
F 1.792 0.735 0.796
F -0.310 1.004 1.356
S 0.074 0.428 -1.201
O 0.098 -1.016 -0.927
O -1.299 0.891 -1.429
O 0.984 0.894 -2.245
O 4.943 1.926 0.768
H 5.462 2.537 1.298
H 4.337 1.513 1.396
O 2.642 2.629 -3.437
H 2.804 2.196 -4.279
H 2.102 1.985 -2.929
O 2.050 -1.945 -2.446
H 1.429 -1.397 -1.900
H 2.544 -1.305 -2.965
O -1.625 3.240 -2.897
H -0.790 3.709 -2.992
H -1.389 2.422 -2.418
O -3.728 -0.196 -2.304
H -3.718 -0.480 -3.222
H -2.780 -0.109 -2.064
O -2.375 -1.059 0.998
H -1.496 -1.052 1.401
H -2.355 -0.338 0.360
O -0.828 -3.712 -1.020
H -0.325 -2.901 -0.846
H -1.450 -3.460 -1.706
O -4.742 2.336 -2.112
H -4.319 1.470 -1.928
H -5.485 2.376 -1.503
O -0.318 1.989 4.246
H -0.018 1.398 3.548
H -1.274 2.008 4.149
*
```

---

Density functional theory data (wB97M-V/def2-TZVPD) for a cluster of 7 separate species, C2H18O7 in total.

Summary:
frontier orbital gap	10.11	eV
F_max	1.182	eV/A
structure (SMILES)	CCO.O.O.O.O.O.O

Geometry as ORCA input:
```
! RIJCOSX wB97M-V def2-TZVPD def2/J DEFGRID3
* xyz 0 1
C -2.469 0.045 -2.118
C -2.340 -0.329 -0.647
O -1.829 0.803 0.054
H -1.551 0.527 -2.448
H -3.296 0.698 -2.391
H -2.572 -0.833 -2.772
H -1.727 -1.213 -0.443
H -3.323 -0.536 -0.208
H -0.873 0.687 0.186
O 0.320 1.536 2.689
H -0.318 2.244 2.525
H 1.123 1.994 2.975
O 1.147 -1.183 2.261
H 1.931 -1.226 2.821
H 0.570 -0.527 2.695
O 2.656 3.518 0.471
H 2.889 2.655 0.104
H 3.035 4.154 -0.146
O 1.107 -3.730 0.074
H 0.332 -4.235 -0.192
H 0.821 -3.221 0.846
O 0.560 -1.058 -2.539
H -0.182 -1.587 -2.848
H 0.165 -0.369 -1.994
O 1.081 0.470 0.010
H 1.450 -0.375 0.318
H 1.294 1.091 0.716
*
```

---

Density functional theory data (wB97M-V/def2-TZVPD) for a cluster of 10 separate species, C2H23O9S in total.

Summary:
frontier orbital gap	7.19	eV
F_max	1.042	eV/A

Geometry as ORCA input:
```
! RIJCOSX wB97M-V def2-TZVPD def2/J DEFGRID3
* xyz -1 1
C 2.193 -1.147 -2.035
C 1.413 -0.573 -0.865
S 2.443 -0.473 0.654
H 2.664 -2.095 -1.761
H 3.026 -0.475 -2.262
H 1.533 -1.331 -2.893
H 0.559 -1.205 -0.606
H 1.048 0.429 -1.073
H -2.025 -1.199 0.605
H -2.421 -0.128 -0.476
O -2.435 -0.303 0.504
H 1.521 -2.956 2.683
H 1.827 -2.427 1.280
O 1.301 -3.147 1.751
H -1.403 -3.478 0.339
H -0.345 -2.840 1.282
O -1.294 -2.773 0.983
H 0.183 1.230 2.478
H 1.372 1.591 1.590
O 0.669 2.011 2.094
H 1.900 1.934 -1.198
H 1.067 2.723 -0.205
O 1.396 2.774 -1.129
H -0.872 2.393 1.249
H -2.029 1.479 0.780
O -1.722 2.416 0.737
H -1.640 -0.354 -2.670
H -1.977 1.093 -2.242
O -2.326 0.160 -2.247
H -1.534 -0.132 2.096
H -0.324 -0.955 2.549
O -0.868 -0.195 2.820
H -1.443 2.680 -0.977
H -0.241 2.664 -1.896
O -1.218 2.611 -1.939
*
```

---

Density functional theory data (wB97M-V/def2-TZVPD) for a structure of composition C2H26CdO19.

Summary:
frontier orbital gap	5.36	eV
F_max	7.035	eV/A

Geometry as ORCA input:
```
! RIJCOSX wB97M-V def2-TZVPD def2/J DEFGRID3
* xyz -2 1
Cd 5.161 21.603 -7.013
C 4.383 19.056 -7.580
O 3.585 20.206 -7.420
O 3.887 17.989 -7.096
O 5.602 19.421 -7.532
C 7.126 23.073 -6.686
O 7.204 21.724 -6.805
O 5.983 23.533 -6.514
O 8.224 23.659 -6.724
O 8.803 23.899 -4.078
H 8.540 23.658 -4.928
H 9.660 23.565 -3.900
O 5.563 20.609 -4.955
H 6.501 20.851 -4.792
H 5.464 19.702 -4.688
O 3.502 22.769 -5.448
H 3.792 22.932 -4.551
H 3.134 23.551 -5.785
O 8.155 18.519 -6.552
H 8.817 18.514 -7.266
H 7.477 19.146 -6.811
O 10.204 25.271 -6.728
H 9.474 24.608 -6.600
H 10.432 25.440 -7.643
O 8.176 20.695 -4.580
H 8.204 19.799 -4.882
H 8.088 21.220 -5.382
O 9.831 21.774 -7.727
H 10.375 22.100 -8.419
H 9.307 22.471 -7.305
O 4.412 25.488 -6.953
H 4.822 25.829 -7.768
H 5.077 24.802 -6.673
O 7.401 26.164 -7.024
H 7.459 25.198 -6.958
H 8.196 26.388 -7.594
O 7.931 23.906 -9.366
H 8.635 23.641 -9.907
H 8.167 23.758 -8.443
O 5.684 22.050 -9.150
H 6.306 22.742 -9.410
H 5.607 21.534 -9.924
O 8.154 20.588 -9.626
H 7.465 20.001 -9.435
H 8.399 21.038 -8.819
O 5.657 25.211 -4.253
H 5.975 24.468 -4.781
H 6.478 25.788 -4.230
*
```

---

Density functional theory data (wB97M-V/def2-TZVPD) for a structure of composition C2H26HfO18.

Summary:
frontier orbital gap	2.13	eV
F_max	7.436	eV/A

Geometry as ORCA input:
```
! RIJCOSX wB97M-V def2-TZVPD def2/J DEFGRID3
* xyz 2 1
Hf -0.077 -2.754 0.741
C -1.241 2.926 2.064
O -2.247 2.775 1.412
O -0.174 2.165 1.859
O -1.038 3.863 2.883
H -0.302 1.430 1.245
C 0.151 -0.334 -0.298
O -0.430 -0.404 0.808
O 0.325 0.754 -1.026
O 0.544 -1.438 -0.636
H -0.096 1.584 -0.770
O -2.058 -2.291 0.077
H -2.550 -1.487 0.029
H -2.476 -2.833 -0.639
O 3.152 0.061 -1.299
H 2.426 0.636 -1.102
H 3.866 0.655 -0.998
O -1.178 2.988 -1.062
H -1.536 3.128 -0.149
H -1.790 2.618 -1.659
O 1.581 3.273 -0.859
H 0.637 3.279 -0.788
H 1.683 4.076 -1.400
O 0.281 0.122 3.750
H 0.250 0.911 3.165
H 0.807 0.455 4.482
O -1.097 -2.228 2.579
H -1.543 -2.816 3.202
H -1.444 -1.365 2.796
O -0.293 0.677 -3.819
H 0.007 -0.188 -4.165
H -0.211 0.776 -2.888
O -3.370 0.193 -0.141
H -4.280 -0.088 -0.133
H -3.057 0.483 0.697
O 2.129 2.188 -3.278
H 1.328 1.692 -3.505
H 2.003 2.647 -2.457
O -0.324 -3.795 -1.189
H 0.068 -3.605 -2.039
H -0.588 -4.725 -1.320
O 1.447 -1.860 2.041
H 2.422 -1.952 1.986
H 1.230 -1.208 2.767
O 2.033 -3.564 -0.024
H 2.191 -4.281 -0.643
H 2.836 -3.142 -0.295
*
```

---

Density functional theory data (wB97M-V/def2-TZVPD) for a cluster of 11 separate species, C2H26N4O11 in total.

Summary:
frontier orbital gap	9.05	eV
F_max	7.736	eV/A
structure (SMILES)	NC(N)=O.NC(N)=O.O.O.O.O.O.O.O.O.O

Geometry as ORCA input:
```
! RIJCOSX wB97M-V def2-TZVPD def2/J DEFGRID3
* xyz 0 1
O 3.128 -3.693 -3.874
H 2.804 -2.974 -4.417
H 3.684 -4.205 -4.460
O 1.785 5.987 -3.221
H 1.289 5.395 -3.787
H 2.132 6.652 -3.815
O 1.493 -7.201 0.900
H 2.248 -6.885 1.397
H 1.125 -6.414 0.498
O 7.359 -0.966 -0.493
H 6.845 -1.523 0.092
H 6.820 -0.883 -1.279
O -2.802 -5.104 3.714
H -2.090 -5.631 4.076
H -3.408 -5.743 3.339
O 5.879 3.949 -0.969
H 6.394 3.444 -1.598
H 5.108 4.231 -1.461
O -3.452 5.890 -3.274
H -2.787 5.239 -3.049
H -3.837 6.140 -2.434
O 0.459 2.668 5.136
H 0.431 3.595 5.371
H -0.386 2.502 4.716
O 4.666 0.974 -4.512
H 5.031 1.533 -5.197
H 3.802 0.726 -4.839
C 0.071 -0.456 0.449
O -0.850 -0.162 1.186
N 0.186 -1.662 0.184
N 0.847 0.422 -0.233
H -0.549 -2.228 0.584
H 0.694 -1.796 -0.678
H 0.618 1.405 -0.195
H 1.499 -0.001 -0.878
C -7.553 -0.347 2.885
O -8.812 -0.240 2.931
N -6.699 0.590 3.280
N -6.938 -1.348 2.427
H -5.758 0.226 3.325
H -7.080 1.350 3.826
H -5.930 -1.393 2.396
H -7.473 -2.062 1.953
*
```